1.
Density functional theory data (ωB97M-V/def2-TZVPD) for a 2-piece molecular cluster, C6H6N2O2 overall in a non-equilibrium geometry.

Structure (XYZ):
```
16
Properties=species:S:1:pos:R:3:forces:R:3
C -1.168 -0.856 3.254 0.5 -1.0 -0.5
H -0.181 -2.498 2.049 -0.2 0.2 -0.1
C -0.659 -1.681 2.539 -0.3 0.1 1.5
N -0.922 0.843 -1.191 2.6 -0.4 -0.2
N 1.290 0.979 -1.683 -0.1 -0.4 -1.2
H -1.707 -0.162 3.837 -0.1 0.3 0.1
C 1.650 0.045 -0.707 -1.8 1.5 -0.1
C -0.035 1.227 -2.177 0.0 0.1 0.7
C -0.695 -0.057 -0.109 -0.8 1.6 -1.7
H 2.706 -0.180 -0.663 -0.1 0.1 0.3
H 0.900 -0.845 1.191 -0.3 0.8 -3.0
H 2.072 1.358 -2.153 0.3 0.4 -1.1
O -0.427 1.736 -3.225 1.7 -0.7 1.6
O -1.683 -0.442 0.441 -0.7 -0.8 0.6
C 0.683 -0.364 0.125 1.7 -1.8 3.5
H -1.824 0.899 -1.529 -2.5 0.1 -0.3
```
Positions in Å, forces in eV/Å.

Output
Electronic energy (eV): -13392.024
Structure (SMILES): O=c1cc[nH]c(=O)[nH]1.C#C
Kohn-Sham gap (eV): 9.87
2S+1: 1
ΔE to the lowest compared entry with this formula, charge and spin (eV): 2.603
HOMO (eV): -9.464
Strongest force on any atom (eV/A): 4.3


2.
Density functional theory data (ωB97M-V/def2-TZVPD) for a 2-piece molecular cluster, C6H6N2O2 overall in a non-equilibrium geometry.

Structure (XYZ):
```
16
Properties=species:S:1:pos:R:3:forces:R:3
C -0.087 -0.336 -0.175 -3.5 -1.2 0.0
C 1.706 1.094 0.022 -1.0 0.9 0.0
C 2.528 -0.025 0.116 -4.0 1.9 -0.2
H -1.573 1.974 0.518 4.5 -0.1 -2.6
N -0.423 2.094 0.045 -8.4 8.2 4.9
O -2.160 -1.479 0.576 3.3 3.7 -2.9
C 0.672 -1.589 -0.181 -0.8 5.3 -0.2
H 3.478 0.086 0.447 3.0 0.3 0.4
C 1.978 -1.299 -0.011 2.9 -4.5 -1.2
C 0.237 1.039 -0.131 6.9 -5.8 1.3
H 1.888 2.183 0.153 1.3 -1.1 0.1
N -1.532 -0.466 -0.075 -4.0 -1.9 2.2
H 0.117 -2.410 -0.532 -0.1 -1.4 0.2
H 2.721 -2.209 -0.178 -1.4 2.0 0.8
O -2.205 0.524 -0.454 0.6 -2.4 0.4
H -0.234 3.312 0.988 0.7 -4.1 -2.9
```
Positions in Å, forces in eV/Å.

Output
Electronic energy (eV): -13385.634
Kohn-Sham gap (eV): 7.67
2S+1: 1
ΔE to the lowest compared entry with this formula, charge and spin (eV): 8.992
HOMO (eV): -8.783
Strongest force on any atom (eV/A): 12.7


3.
Density functional theory data (ωB97M-V/def2-TZVPD) for a 3-piece molecular cluster, C6H6N2O4 overall in a non-equilibrium geometry.

Structure (XYZ):
```
18
Properties=species:S:1:pos:R:3:forces:R:3
O 2.848 -0.407 3.620 -0.1 0.6 -0.5
C -2.496 -0.473 -0.287 -7.0 2.6 6.4
C 0.094 0.252 -0.562 0.5 -2.0 -5.4
C -0.748 -0.533 -1.736 1.3 2.1 0.4
O -0.221 1.921 2.242 -1.2 0.2 -0.9
H -0.546 -0.313 -2.734 -0.4 1.3 -1.6
N -0.553 0.399 0.574 -0.4 2.6 5.0
H 0.130 2.389 0.319 -1.3 -1.7 1.5
H 0.557 -2.038 -0.692 -0.3 0.8 0.1
C -2.084 -1.023 -1.401 3.0 -4.2 -1.1
H 0.723 1.071 -0.642 1.6 1.3 -1.9
H -1.633 -2.386 -1.826 -2.9 3.5 1.9
N -0.330 1.645 1.040 1.9 -1.5 -0.7
H 1.247 -1.109 -2.044 0.3 0.7 0.6
O -3.194 0.099 0.627 4.5 -3.8 -6.2
C 0.504 -1.075 -1.246 0.5 -1.9 1.9
C 2.839 0.409 2.784 0.0 -3.8 3.8
O 2.862 1.172 1.965 0.0 3.2 -3.4
```
Positions in Å, forces in eV/Å.

Output
Electronic energy (eV): -17480.117
Kohn-Sham gap (spin up / spin down) (eV): 7.99 / 8.01
2S+1: 1
ΔE to the lowest compared entry with this formula, charge and spin (eV): 8.053
HOMO (spin up / spin down) (eV): -8.746 / -8.874
Strongest force on any atom (eV/A): 9.8